Entry 1:
{
  "formula": "C20H25N3O5S",
  "method": "wB97M-V/def2-TZVPD",
  "charge": 0,
  "relative_energy_kj_mol": 453.1,
  "mol_weight_g_mol": 419.50,
  "gap_ev": 7.95,
  "lumo_ev": -0.52,
  "homo_energy_ev": -8.476,
  "species": ["O", "N", "O", "C", "C", "C", "C", "C", "C", "H", "H", "N", "S", "O", "O", "C", "C", "C", "C", "C", "C", "H", "H", "H", "H", "H", "C", "H", "H", "C", "C", "N", "C", "C", "C", "C", "C", "H", "H", "H", "H", "H", "H", "H", "H", "H", "H", "H", "H", "O", "H", "H", "H", "H"],
  "coordinates": [[-0.324, -3.090, 5.244], [-1.339, -2.707, 4.694], [-2.426, -2.636, 5.233], [-1.245, -2.309, 3.324], [-0.015, -2.336, 2.677], [0.081, -1.946, 1.360], [-1.053, -1.519, 0.650], [-2.289, -1.507, 1.320], [-2.383, -1.895, 2.635], [-3.334, -1.892, 3.146], [-3.172, -1.203, 0.785], [-0.974, -1.140, -0.675], [-2.090, -0.087, -1.428], [-3.420, -0.525, -1.136], [-1.716, -0.037, -2.813], [-1.871, 1.544, -0.705], [-2.074, 2.614, -1.556], [-1.973, 3.904, -1.063], [-1.670, 4.109, 0.273], [-1.472, 3.029, 1.117], [-1.577, 1.735, 0.630], [-1.425, 0.893, 1.285], [-1.237, 3.189, 2.158], [-1.588, 5.114, 0.659], [-2.128, 4.744, -1.721], [-2.302, 2.420, -2.592], [0.214, -1.403, -1.458], [-0.121, -1.504, -2.493], [0.655, -2.350, -1.146], [1.237, -0.255, -1.389], [2.430, -0.571, -2.327], [3.612, 0.238, -2.175], [3.445, 1.639, -2.516], [4.819, 2.283, -2.686], [5.624, 2.143, -1.399], [5.704, 0.669, -1.020], [4.296, 0.088, -0.906], [4.352, -0.978, -0.667], [3.765, 0.601, -0.084], [6.229, 0.542, -0.072], [6.247, 0.124, -1.793], [6.626, 2.556, -1.530], [5.132, 2.700, -0.598], [4.699, 3.334, -2.951], [5.346, 1.779, -3.498], [2.889, 1.700, -3.455], [2.876, 2.183, -1.746], [2.723, -1.614, -2.168], [2.084, -0.469, -3.361], [0.614, 0.969, -1.699], [0.169, 0.878, -2.554], [1.595, -0.128, -0.362], [1.050, -1.966, 0.891], [0.858, -2.658, 3.224]],
  "forces_ev_per_a": [[0.1208, -0.0646, 0.1172], [-0.0295, -0.2024, 0.7298], [-0.1444, -0.0088, 0.0986], [0.1455, 0.4042, -1.4204], [-0.2885, -0.1094, 0.4622], [-0.1559, 0.1552, -0.3918], [-0.3805, -0.2897, 1.0739], [0.0994, -0.0960, -0.0093], [0.2348, -0.1134, 0.3800], [-0.0431, 0.0094, -0.0062], [-0.0575, -0.0529, 0.1155], [-0.6686, 0.8811, -1.0966], [-0.1926, -0.2060, 0.4579], [0.0545, 0.0188, 0.1651], [0.2032, 0.1215, -0.0252], [-0.1406, -0.3957, -0.2123], [-0.0694, -0.0421, -0.1438], [-0.0138, -0.0531, 0.0254], [0.0112, 0.0452, -0.0121], [-0.0140, -0.0977, -0.0248], [0.0291, -0.0596, 0.1807], [0.0381, 0.0063, 0.1063], [0.0213, 0.0005, 0.0856], [0.0084, 0.0842, 0.0297], [-0.0134, 0.0583, -0.0669], [-0.0176, 0.0883, -0.1586], [0.5799, 0.3468, -0.3689], [0.2470, -0.1860, 0.0820], [-0.1091, 0.0318, -0.0005], [0.4287, -0.5644, -0.2074], [-0.3439, 0.0997, 0.4187], [-0.0331, 0.0127, 0.0072], [0.2531, 0.1685, -0.2239], [-0.1848, 0.1101, 0.1873], [0.1024, -0.1569, -0.2194], [-0.1671, 0.1136, 0.2575], [0.2860, -0.1331, -0.1028], [-0.0479, 0.0093, 0.0550], [-0.0159, -0.0518, 0.0212], [0.0460, -0.0361, 0.0136], [0.0411, -0.0765, 0.0055], [-0.0026, 0.0597, 0.0645], [0.0126, 0.0633, 0.0582], [0.0099, 0.0289, -0.0551], [0.0091, 0.0171, -0.0887], [-0.0743, 0.0344, 0.0533], [-0.0140, -0.0015, -0.0850], [-0.0335, -0.0540, -0.0600], [-0.0741, -0.0926, -0.0130], [0.1578, 0.2034, -0.1876], [0.0710, 0.0448, 0.0387], [-0.0059, -0.0843, -0.0532], [0.0944, 0.0155, -0.0491], [0.0301, -0.0042, -0.0083]]
}

***

Entry 2:
{
  "formula": "C20H25N3O5S",
  "method": "wB97M-V/def2-TZVPD",
  "charge": 0,
  "relative_energy_kj_mol": 187.4,
  "mol_weight_g_mol": 419.50,
  "gap_ev": 8.07,
  "lumo_ev": 0.27,
  "homo_energy_ev": -7.800,
  "species": ["C", "H", "O", "C", "C", "C", "C", "C", "C", "H", "O", "C", "H", "H", "H", "N", "C", "O", "C", "C", "C", "C", "C", "C", "H", "H", "H", "S", "O", "O", "N", "C", "C", "N", "C", "H", "H", "H", "C", "C", "H", "H", "H", "H", "H", "H", "H", "H", "H", "H", "H", "H", "H", "H"],
  "coordinates": [[5.075, -4.150, 4.451], [4.646, -3.486, 5.209], [4.077, -4.840, 3.742], [3.170, -4.127, 3.017], [2.208, -4.870, 2.338], [1.247, -4.240, 1.575], [1.226, -2.857, 1.474], [2.195, -2.102, 2.159], [3.159, -2.737, 2.925], [3.898, -2.152, 3.447], [2.098, -0.742, 2.003], [2.980, 0.089, 2.717], [2.894, -0.068, 3.797], [4.018, -0.066, 2.406], [2.680, 1.108, 2.478], [0.291, -2.135, 0.726], [-0.755, -2.587, -0.006], [-1.039, -3.759, -0.166], [-1.551, -1.496, -0.661], [-1.565, -0.174, -0.223], [-2.324, 0.756, -0.903], [-3.087, 0.415, -2.003], [-3.096, -0.904, -2.427], [-2.333, -1.847, -1.760], [-2.328, -2.881, -2.073], [-3.695, -1.196, -3.276], [-3.666, 1.181, -2.492], [-2.280, 2.465, -0.373], [-1.492, 2.558, 0.827], [-3.606, 3.006, -0.361], [-1.470, 3.146, -1.682], [-1.685, 4.571, -1.837], [-1.082, 5.018, -3.163], [0.340, 4.722, -3.172], [0.989, 5.227, -4.361], [2.057, 5.024, -4.296], [0.601, 4.773, -5.286], [0.842, 6.305, -4.414], [0.549, 3.296, -3.008], [-0.058, 2.832, -1.688], [0.048, 1.750, -1.578], [0.449, 3.327, -0.848], [1.624, 3.100, -3.002], [0.090, 2.721, -3.833], [-1.214, 6.096, -3.276], [-1.606, 4.508, -3.991], [-2.761, 4.742, -1.810], [-1.210, 5.125, -1.016], [-1.031, 0.171, 0.649], [0.450, -1.138, 0.774], [0.500, -4.813, 1.051], [2.232, -5.943, 2.423], [5.720, -3.571, 3.781], [5.670, -4.918, 4.944]],
  "forces_ev_per_a": [[0.1311, 0.0915, 0.0926], [0.0135, -0.0095, -0.0348], [-0.1834, -0.0984, -0.1296], [-0.2795, -0.1249, -0.2039], [0.3413, 0.0996, 0.2508], [-0.0026, 0.0832, -0.0096], [0.2546, -0.0178, 0.2088], [-0.2735, -0.1881, -0.1906], [0.2221, 0.0925, 0.1578], [0.0657, 0.0622, 0.0449], [-0.2307, -0.4929, -0.1609], [0.1701, 0.2170, 0.1289], [0.0026, -0.0134, -0.0481], [-0.0536, -0.0146, 0.0202], [0.0733, -0.0508, 0.0552], [0.0702, 0.5219, 0.0797], [0.0590, 0.1217, 0.0151], [-0.0029, -0.0984, -0.0224], [-0.3311, 0.1364, -0.2102], [0.0523, -0.1242, 0.0600], [0.1305, 0.5500, 0.1957], [-0.1069, -0.0535, -0.0596], [-0.0080, 0.1590, 0.0379], [0.1650, -0.0673, 0.1912], [-0.0020, -0.0656, -0.0157], [-0.0450, -0.0088, -0.0680], [-0.1057, 0.0414, -0.1505], [0.1603, -0.1078, -0.3294], [0.1234, -0.1926, -0.1334], [-0.1014, 0.0040, -0.2539], [-0.6053, -0.5029, 0.5902], [-0.3687, 0.5590, -0.0784], [-0.0254, -0.0722, 0.2702], [-0.0455, -0.0353, -0.0026], [-0.0101, -0.0104, 0.0627], [0.0575, 0.0237, -0.0675], [-0.0088, -0.0104, -0.0276], [0.0331, 0.0545, -0.0707], [-0.0822, -0.0912, 0.2133], [0.6378, -0.2263, -0.1095], [0.1704, 0.0290, -0.0449], [0.0143, -0.0742, -0.0816], [-0.0507, -0.0485, -0.0075], [0.0632, 0.0148, 0.0033], [-0.0522, -0.0407, -0.0057], [-0.0023, 0.0512, 0.0036], [0.0750, 0.1632, -0.0592], [-0.0441, 0.0416, -0.0773], [0.1181, -0.0445, 0.1034], [-0.1138, -0.1596, -0.1294], [-0.0237, -0.0168, -0.0211], [-0.0059, -0.1450, 0.0052], [-0.0308, -0.0064, 0.0246], [-0.0085, 0.0957, -0.0118]]
}

***

Entry 3:
{
  "formula": "C20H25N5O4",
  "method": "wB97M-V/def2-TZVPD",
  "charge": 0,
  "relative_energy_kj_mol": 178.9,
  "mol_weight_g_mol": 399.45,
  "gap_ev": 7.44,
  "lumo_ev": -0.55,
  "homo_energy_ev": -7.987,
  "species": ["C", "O", "C", "C", "C", "C", "C", "C", "C", "O", "N", "C", "C", "O", "N", "C", "C", "O", "C", "C", "H", "H", "H", "H", "H", "H", "H", "H", "H", "H", "H", "H", "H", "H", "C", "C", "N", "C", "N", "C", "C", "C", "N", "H", "H", "H", "H", "H", "H", "H", "H", "H", "H", "H"],
  "coordinates": [[-6.337, 3.385, -1.635], [-5.893, 2.227, -0.881], [-4.642, 1.730, -1.070], [-4.246, 0.660, -0.229], [-2.951, 0.207, -0.229], [-1.958, 0.813, -1.034], [-0.582, 0.428, -0.844], [0.502, 1.262, -0.936], [1.818, 0.673, -1.161], [2.013, -0.526, -1.370], [2.915, 1.572, -1.167], [4.228, 0.998, -1.311], [2.858, 2.960, -1.016], [3.855, 3.682, -1.003], [1.560, 3.484, -0.897], [1.513, 4.911, -0.689], [0.381, 2.717, -0.757], [-0.675, 3.303, -0.499], [-2.399, 1.784, -1.982], [-3.702, 2.236, -2.002], [-7.366, 3.554, -1.301], [-5.729, 4.274, -1.401], [-6.329, 3.187, -2.719], [-5.001, 0.237, 0.433], [-2.654, -0.616, 0.426], [-0.364, -0.620, -0.647], [4.981, 1.777, -1.234], [4.365, 0.263, -0.520], [4.293, 0.512, -2.284], [0.484, 5.244, -0.627], [2.034, 5.161, 0.237], [2.017, 5.407, -1.516], [-1.676, 2.193, -2.701], [-4.020, 3.027, -2.695], [-0.384, -4.453, 0.917], [-0.323, -3.044, 0.364], [0.477, -2.062, 1.119], [1.384, -2.584, 1.884], [1.654, -3.927, 2.031], [0.997, -4.963, 1.291], [2.792, -4.164, 2.861], [3.085, -2.817, 3.482], [2.222, -1.915, 2.757], [-1.061, -4.483, 1.777], [-0.817, -5.124, 0.180], [0.123, -3.094, -0.641], [-1.327, -2.616, 0.241], [0.943, -5.878, 1.892], [1.590, -5.237, 0.403], [2.623, -4.930, 3.620], [3.623, -4.521, 2.245], [2.887, -2.819, 4.564], [4.130, -2.546, 3.321], [2.089, -0.928, 2.950]],
  "forces_ev_per_a": [[0.2444, -0.5124, 0.2605], [0.0380, 0.2576, -0.5290], [0.8994, -0.0116, 0.1158], [-0.9846, 0.6019, -0.2458], [0.7378, -0.0121, -0.3102], [-1.3561, 0.3657, -0.1326], [0.7272, 0.4040, -0.5416], [-0.6340, -0.0698, -0.0224], [0.9791, -0.9942, -0.0526], [-0.1306, 1.6098, 0.2593], [-0.4926, 0.4285, 0.2098], [0.4094, -0.4649, -0.1049], [-0.0444, 0.1794, -0.0284], [-1.5044, -1.0145, -0.0250], [0.3563, -0.9196, 0.1238], [0.0231, 0.5987, 0.1250], [-0.9781, 1.4204, -0.1356], [1.4858, -0.7337, -0.1693], [0.8206, -0.4736, 0.4465], [-0.9797, 0.1922, 0.2301], [0.2956, -0.0543, -0.1180], [-0.0887, -0.3660, -0.0864], [0.0428, 0.0407, 0.3716], [0.2127, 0.0705, -0.1160], [-0.1217, 0.3073, -0.0759], [0.0722, 0.1114, -0.1006], [-0.1831, -0.0229, 0.0007], [0.1605, -0.1296, -0.1358], [0.1494, -0.1459, 0.0768], [-0.0370, -0.1717, -0.0242], [-0.0214, 0.0971, -0.0716], [0.0143, 0.0408, 0.0629], [-0.3591, -0.1554, 0.4450], [0.3337, -0.4698, 0.2796], [-0.4429, -0.2428, 0.2150], [0.6840, 0.7189, -0.5585], [0.5992, -0.6551, 1.1346], [-1.1925, 0.1539, -0.4035], [-0.1968, 0.0922, 0.4333], [0.1563, 0.0725, -0.2017], [0.3964, -0.7495, -0.2840], [0.4914, 0.7694, 0.4981], [-0.5169, 0.3984, -0.7279], [0.2599, 0.0006, 0.1224], [-0.1108, -0.0393, -0.2053], [-0.1831, 0.0146, -0.0564], [0.1078, -0.2642, 0.0459], [-0.0772, 0.1988, 0.1026], [-0.1704, 0.1095, -0.0638], [-0.2258, -0.0603, 0.0047], [0.2275, 0.0216, 0.0445], [-0.0154, 0.0597, -0.2294], [0.0330, -0.0129, 0.2202], [0.0898, -0.5903, -0.0722]]
}

***

Number 3 is which compound? C20H25N5O4